C25H46Cl2N3O6SiZn as an isolated structure in a non-equilibrium geometry, computed with ωB97M-V with the def2-TZVPD basis set.

```
84
Properties=species:S:1:pos:R:3
C 2.75 -2.39 -1.56
C 2.46 -1.56 -2.79
H 3.28 -3.31 -1.82
H 1.82 -2.69 -1.05
H 3.40 -1.90 -0.80
C 2.74 -1.93 -4.04
C 3.17 -3.30 -4.35
H 2.80 -1.22 -4.87
H 2.57 -4.05 -3.81
H 4.23 -3.47 -4.14
H 3.07 -3.44 -5.42
Zn 1.08 0.14 0.24
Cl 2.97 0.92 0.84
C -0.35 2.46 0.81
O -0.55 1.22 0.67
N -1.36 3.31 0.91
C -2.72 2.82 0.72
C -1.08 4.73 0.95
H 0.66 2.90 0.84
H -2.86 1.99 1.43
H -2.91 2.44 -0.30
H -3.43 3.65 0.91
H -0.34 4.93 1.74
H -2.01 5.26 1.13
H -0.61 5.04 -0.01
H -2.31 2.57 5.50
H -1.55 1.16 7.63
C -2.37 1.60 4.99
C -1.67 0.29 6.97
N -1.44 0.66 5.59
H -2.12 1.71 3.93
C -0.37 0.17 4.91
O -0.07 0.47 3.75
H -0.94 -0.47 7.26
H 0.22 -0.56 5.51
H -3.40 1.24 5.11
H -2.68 -0.10 7.08
H 0.26 -3.94 3.81
H -0.61 -4.10 -0.03
C -0.70 -3.84 3.28
C -1.22 -4.00 0.86
N -0.47 -3.37 1.93
H -1.32 -3.14 3.85
C 0.27 -2.29 1.72
O 0.23 -1.65 0.62
H -2.11 -3.40 0.58
H 0.94 -1.97 2.56
H -1.20 -4.82 3.20
H -1.53 -4.99 1.20
O 0.99 -0.10 -1.56
C 1.89 -0.17 -2.51
C 0.83 0.05 -4.84
C 1.46 0.59 -3.75
H 0.53 -1.01 -4.86
C 0.48 0.86 -5.95
H 2.74 0.41 -2.11
C 1.91 1.91 -3.78
H -0.16 0.45 -6.74
C 0.89 2.20 -5.97
C 1.64 2.70 -4.89
H 2.44 2.32 -2.92
H 0.64 2.87 -6.80
H 1.97 3.73 -4.89
Si -1.87 -0.82 -2.97
Cl -0.83 -2.46 -3.76
C -2.80 -0.17 -4.39
C -1.38 1.07 -2.60
C -2.49 -1.46 -1.33
H -2.16 0.43 -5.06
H -3.54 0.46 -3.86
H -3.24 -1.06 -4.86
H -3.06 -2.38 -1.65
H -3.20 -0.69 -0.95
H -1.60 -1.65 -0.66
H -0.94 1.61 -3.48
H -0.70 1.33 -1.79
H -2.35 1.57 -2.36
C 3.16 0.10 5.49
O 2.74 1.74 4.45
C 2.19 2.46 3.68
O 1.64 3.24 3.00
H 4.24 0.15 5.36
H 2.58 -0.55 4.86
H 2.73 0.45 6.43
```

Values from the calculation:
Energy relative to the best compared isomer or geometry (same formula, charge and spin): 165.8 kcal per mole
Maximum force: 0.1072 Eh/bohr
Total charge: -1
Frontier orbital gap (spin up / spin down): 2.466 / 2.354 eV
DFT total energy: -4585.0728 a.u.

Mulliken population analysis, charges in e, atoms 1 to 8: atom 1 (C): -1.211, atom 2 (C): 0.266, atom 3 (H): 0.490, atom 4 (H): -0.072, atom 5 (H): 0.285, atom 6 (C): 0.096, atom 7 (C): -1.809, atom 8 (H): 0.619